Record 1
The following is a DFT calculation (ωB97M-V/def2-TZVPD) of a cluster of 5 separate species, C31H28O18 in total.

The value obtained for the orbital gap is 7.434 eV. As for the LUMO energy: -1.8 eV. The calculation puts the molar mass at 688.55 g mol⁻¹. Its spin multiplicity is 1. For the energy above the lowest of the compared OMol25 structures with the same formula, charge and spin, the calculation gives 0.0 kcal per mole. The structure (SMILES) is CC[C@H]1C(=O)OC[C@H]1C.O=C1C=C(O)C(=O)C=C1O.O=C1C=C(O)C(=O)C=C1O.O=C1C=C(O)C(=O)C=C1O.O=C1C=C(O)C(=O)C=C1O. The highest occupied orbital energy comes out at -9.25 eV. As for the energy: -2552.43118 Ha.

```
77
Properties=species:S:1:pos:R:3:forces:R:3:lowdin_charge:R:1
C -2.99914 1.80775 -2.73231 0.125 0.071 0.294 -0.09
C -1.79863 0.98902 -2.23259 -0.037 0.128 -0.057 -0.20
C -1.52470 1.24104 -0.75744 -0.120 0.116 0.036 -0.22
C -0.26056 0.63442 -0.18481 0.959 -0.726 -0.197 -0.41
O 0.49380 -0.19307 -0.66043 -1.033 0.860 0.605 0.12
O -0.00539 1.22222 1.01858 0.034 0.016 -0.500 0.03
C -0.90128 2.34904 1.17900 -0.399 -0.083 0.000 -0.11
C -1.34904 2.68439 -0.24911 0.323 0.243 0.123 -0.29
C -0.25797 3.45742 -1.01013 -0.222 0.152 0.049 -0.03
H -3.35897 1.44112 -3.69767 0.066 0.104 0.140 0.07
H -3.82177 1.75626 -2.00611 0.061 -0.076 -0.221 0.08
H -2.73673 2.86908 -2.83103 -0.064 -0.204 -0.057 0.07
H -0.90522 1.23666 -2.81551 -0.099 -0.153 0.006 0.12
H -2.00345 -0.07867 -2.37260 0.191 0.146 0.012 0.12
H -2.34193 0.80766 -0.16025 -0.004 -0.026 -0.096 0.17
H -0.38563 3.14754 1.71375 0.154 -0.117 -0.176 0.12
H -1.75881 2.01487 1.77978 0.150 0.106 -0.039 0.13
H -2.26585 3.28232 -0.24062 0.006 -0.301 -0.017 0.15
H -0.41845 3.40618 -2.09183 0.072 -0.027 0.137 0.08
H 0.74487 3.07872 -0.78336 -0.134 -0.026 -0.104 0.09
H -0.29748 4.51368 -0.72384 0.066 -0.191 0.007 0.06
C 0.66983 8.49991 3.03953 -0.025 -0.018 0.037 0.07
C 0.06607 7.34446 2.72696 -0.008 0.076 0.045 -0.23
C -0.52008 7.08570 1.35840 -0.064 0.212 -0.273 -0.30
O -1.06724 6.01046 1.17465 0.067 -0.115 0.214 0.09
C -0.41773 8.11758 0.35042 -0.057 -0.115 -0.060 0.07
C 0.18760 9.27279 0.65952 -0.039 0.040 -0.126 -0.23
C 0.76991 9.53437 2.02848 0.040 -0.161 0.213 -0.31
O 1.29541 10.61705 2.19945 0.021 0.103 -0.045 0.11
O 0.32527 10.28170 -0.18434 -0.026 -0.073 -0.030 0.12
O -0.08859 6.33095 3.57208 0.067 0.053 0.052 0.11
H 1.08732 8.69798 4.01612 0.029 -0.053 -0.006 0.14
H -0.84674 7.92627 -0.62294 0.014 0.015 -0.009 0.14
H 0.79718 10.98362 0.30462 0.039 0.040 0.068 0.12
H -0.57456 5.64350 3.07767 -0.039 -0.057 -0.057 0.11
C 4.77976 6.58242 1.95416 -0.034 0.092 0.108 0.07
C 5.24866 5.85213 0.93291 0.083 0.105 -0.007 -0.23
C 4.69462 4.48715 0.59793 -0.212 -0.149 0.119 -0.31
O 5.18281 3.92226 -0.36150 0.087 -0.003 -0.082 0.11
C 3.62913 3.94471 1.41921 0.050 -0.072 -0.121 0.08
C 3.16125 4.67824 2.43761 -0.164 -0.139 0.043 -0.23
C 3.70839 6.04472 2.76559 0.245 0.199 -0.169 -0.31
O 3.19926 6.62816 3.70460 -0.090 0.015 0.139 0.10
O 2.17793 4.29394 3.24244 0.062 -0.044 -0.111 0.11
O 6.22303 6.24624 0.12862 -0.032 0.051 0.060 0.12
H 5.16894 7.55991 2.20154 0.011 0.000 -0.016 0.14
H 3.24635 2.96376 1.17763 -0.042 -0.039 0.010 0.14
H 2.03925 5.03319 3.86842 -0.036 0.059 0.043 0.10
H 6.34970 5.52332 -0.51643 -0.012 -0.076 -0.042 0.12
C -0.53592 -4.82163 -2.25123 -0.048 -0.080 -0.029 0.07
C 0.15043 -3.77420 -1.76084 -0.069 0.062 -0.090 -0.23
C 1.23128 -3.95628 -0.71682 0.087 -0.163 0.046 -0.31
O 1.83487 -2.96996 -0.35438 0.019 0.107 -0.005 0.12
C 1.48162 -5.29594 -0.21495 0.035 0.075 0.003 0.07
C 0.78038 -6.33423 -0.69157 -0.004 -0.064 0.180 -0.23
C -0.25973 -6.15287 -1.77117 0.024 0.171 -0.231 -0.29
O -0.81352 -7.14912 -2.21437 -0.036 -0.091 0.233 0.08
O 0.94874 -7.57390 -0.25502 -0.035 0.178 -0.054 0.11
O -0.06343 -2.54012 -2.16810 -0.047 0.001 -0.073 0.11
H -1.29527 -4.70767 -3.01178 0.002 0.023 -0.003 0.13
H 2.23705 -5.41342 0.54878 -0.002 -0.024 0.005 0.13
H 0.27168 -8.14703 -0.66125 0.026 -0.185 -0.028 0.07
H 0.48442 -1.89999 -1.66669 0.031 0.011 0.188 0.09
C -1.81543 -11.74571 0.35735 0.110 0.097 0.033 0.08
C -2.82132 -12.60833 0.15766 0.068 -0.076 0.100 -0.23
C -3.83108 -12.42655 -0.95119 -0.024 0.188 -0.185 -0.32
O -4.69180 -13.28315 -1.04694 -0.037 -0.084 0.053 0.10
C -3.71720 -11.26979 -1.80791 -0.097 -0.091 -0.025 0.07
C -2.71771 -10.39387 -1.60749 -0.029 0.070 -0.080 -0.23
C -1.69057 -10.59722 -0.51432 -0.003 -0.216 0.106 -0.28
O -0.79243 -9.77889 -0.42834 0.007 0.087 0.030 0.10
O -2.54459 -9.31457 -2.34298 -0.062 -0.067 0.172 0.12
O -3.02382 -13.69060 0.89198 0.073 0.054 0.021 0.12
H -1.08330 -11.87336 1.14188 -0.006 -0.013 0.003 0.14
H -4.45143 -11.14086 -2.59016 0.019 0.029 -0.014 0.14
H -1.79933 -8.78900 -1.97879 0.047 0.057 -0.242 0.08
H -3.81295 -14.12590 0.51381 -0.074 -0.013 -0.058 0.12
```
Positions in Å, forces in eV/Å.

=====

Record 2
The following is a DFT calculation (ωB97M-V/def2-TZVPD) of a cluster of 2 separate species, C2H8NOS in total.

The value obtained for the orbital gap (spin up / spin down) is 4.780 / 8.293 eV. As for the LUMO energy (spin up / spin down): 0.3 / 0.2 eV. The calculation puts the molar mass at 94.16 g mol⁻¹. Its spin multiplicity is 2. For the energy above the lowest of the compared OMol25 structures with the same formula, charge and spin, the calculation gives 48.8 kcal per mole. The highest occupied orbital energy (spin up / spin down) comes out at -4.50 / -8.04 eV. As for the energy: -609.04992 Ha. Its expectation value of S² is 0.754.

```
13
Properties=species:S:1:pos:R:3:forces:R:3:lowdin_spin:R:1
O 0.90683 0.54327 1.17840 -0.120 0.071 0.145 0.35
C 0.04994 -0.14534 1.89095 0.374 0.207 0.048 0.47
C -0.98838 -0.91095 1.11458 0.289 0.074 0.465 0.10
N -0.60809 -0.56739 -0.27693 -0.375 -0.097 -1.103 -0.01
H 0.08636 -0.20613 2.97320 -0.056 -0.068 0.046 0.04
H -0.96572 -2.00210 1.22390 -0.041 -0.073 -0.081 0.02
H -2.02415 -0.57598 1.26947 -0.078 -0.070 -0.172 0.03
H -1.22288 -0.93757 -0.99894 -0.061 0.040 0.094 0.00
H -0.53425 0.45568 -0.30236 0.024 0.053 0.118 0.00
H 0.36600 -0.81271 -0.47462 -0.004 -0.164 0.387 0.00
S 1.74284 1.13584 -2.31096 0.009 0.265 0.003 0.00
H 0.88956 2.12904 -2.02393 0.021 -0.061 0.175 0.00
H 2.30194 1.89434 -3.26275 0.017 -0.177 -0.125 0.00
```
Positions in Å, forces in eV/Å.

=====

Which formula does entry 1 have?
C31H28O18

=====

What is the energy in the first record?
-2552.43118 Ha